1.
Computed, not measured: a structure of composition C4H12Li2O6 at a distorted geometry, with ωB97M-V/def2-TZVPD.

Values from the calculation:
HOMO level: 0.161 eV
LUMO: 3.9 eV
Molecular weight: 170.02 g/mol
Charge: -2
Orbital gap: 3.7842 eV
2S+1: 1
Total energy: -626.0708 Eh
Maximum force: 2.899 eV Å⁻¹
Energy relative to the best compared isomer or geometry (same formula, charge and spin): 34.90 kcal per mole

Geometry as XYZ:
```
24
C4H12Li2O6 | the OMol25 dataset | ωB97M-V/def2-TZVPD
O -0.794 2.317 1.997
O -2.910 -0.067 -1.128
O 0.817 -1.818 -0.422
O -1.392 -0.663 1.523
O 2.017 1.088 0.603
O -0.219 0.734 -1.673
C 0.068 -2.630 0.420
C 2.067 1.606 -0.755
C -1.247 -2.034 1.147
C 0.795 1.728 -1.745
Li 2.591 -1.109 0.408
Li 0.068 0.212 0.392
H -2.074 -2.233 0.465
H -2.071 0.232 -1.480
H 0.752 -3.004 1.182
H 0.361 2.713 -1.574
H -2.691 -0.448 -0.278
H -0.391 -3.518 -0.015
H -0.665 1.412 2.283
H 2.940 1.266 -1.313
H -1.551 -2.629 2.008
H 2.395 2.637 -0.623
H -0.155 2.440 1.295
H 1.287 1.768 -2.717
```

=====

2.
Computed, not measured: a cluster of 10 separate species, C3H25NO9 in total at a distorted geometry, with ωB97M-V/def2-TZVPD.

Values from the calculation:
HOMO level: -9.023 eV
LUMO: 0.1 eV
Molecular weight: 219.23 g/mol
Orbital gap: 9.1492 eV
2S+1: 1
Total energy: -861.1715 Eh
Maximum force: 1.983 eV Å⁻¹
Energy relative to the best compared isomer or geometry (same formula, charge and spin): 23.60 kcal per mole

Geometry as XYZ:
```
38
C3H25NO9 | the OMol25 dataset | ωB97M-V/def2-TZVPD
O 1.314 -3.908 1.924
O -0.742 1.763 -2.031
O -2.848 1.563 0.172
O -1.630 -0.319 1.854
O 3.712 1.452 -2.122
O 1.520 3.201 -1.040
O -2.096 -0.247 -1.499
O -0.686 1.961 1.725
O -2.719 -2.909 1.820
N 0.234 -2.002 -0.941
C 2.462 0.497 0.697
C 1.380 -0.134 0.259
C 1.494 -1.223 -0.775
H 0.453 -0.036 0.796
H -2.102 2.054 0.576
H -2.838 -0.820 -1.704
H -2.260 -1.058 1.876
H 3.090 1.725 -2.804
H 0.950 -3.815 1.037
H 2.268 1.257 1.411
H -2.391 0.438 -0.828
H -0.552 -1.386 -1.112
H 3.452 0.354 0.294
H 0.428 -2.730 -1.609
H -1.097 0.862 -2.084
H -2.712 -2.828 2.780
H 1.797 -0.776 -1.726
H 2.170 -2.032 -0.494
H -3.206 1.080 0.928
H -2.223 -3.708 1.619
H 1.757 -3.068 2.082
H 3.466 2.070 -1.419
H 0.918 2.606 -0.576
H -0.209 2.558 2.301
H -0.936 1.092 2.058
H 1.093 3.409 -1.874
H -1.504 2.279 -2.318
H -1.119 -0.482 1.054
```

=====

3.
Computed, not measured: an isolated molecule of C4H9NO3 at a distorted geometry, with ωB97M-V/def2-TZVPD.

Values from the calculation:
HOMO level: -9.912 eV
LUMO: 0.7 eV
Molecular weight: 119.12 g/mol
Orbital gap: 10.5707 eV
2S+1: 1
Total energy: -438.2839 Eh
Maximum force: 2.020 eV Å⁻¹
Energy relative to the best compared isomer or geometry (same formula, charge and spin): 28.32 kcal per mole

Geometry as XYZ:
```
17
C4H9NO3 | the OMol25 dataset | ωB97M-V/def2-TZVPD
O -1.908 -0.151 1.786
O -3.180 0.419 0.070
O 1.506 -2.175 -1.261
N -1.043 1.102 -0.014
C 1.239 0.350 -0.638
C 1.379 -1.129 -0.290
C 0.340 1.094 0.374
C -2.087 0.459 0.591
H 0.988 0.477 -1.687
H 0.705 -2.255 -1.785
H -1.393 1.901 -0.514
H 2.229 0.831 -0.733
H -2.629 -0.784 1.870
H 0.420 -1.410 0.197
H 0.478 0.468 1.268
H 2.243 -1.319 0.334
H 0.713 2.124 0.434
```

=====

4.
Computed, not measured: a structure of composition C15H19Cl2NSbSe4Sn at a distorted geometry, with ωB97M-V/def2-TZVPD.

Values from the calculation:
HOMO level: -4.143 eV
LUMO: 0.9 eV
Molecular weight: 840.54 g/mol
Charge: -1
Orbital gap: 5.0435 eV
2S+1: 1
Total energy: -11618.4443 Eh
Maximum force: 1.577 eV Å⁻¹

Geometry as XYZ:
```
43
C15H19Cl2NSbSe4Sn | the OMol25 dataset | ωB97M-V/def2-TZVPD
Sb -1.445 3.421 -2.089
Sn -0.456 0.979 1.260
Se -2.160 5.705 -2.167
Se -1.160 3.218 0.666
Se 0.803 3.071 -2.943
Se -2.992 1.617 -2.478
Cl 4.733 3.347 -0.550
Cl 2.667 1.751 0.778
N 1.238 -1.289 -2.012
C 0.503 -0.888 3.413
C -2.585 -1.239 0.860
C -1.589 -0.019 3.701
C 0.624 0.519 3.318
C -0.944 -1.046 -0.916
C 2.208 -0.672 -2.901
C 0.210 -0.361 -1.594
C -0.835 -1.202 3.656
C -1.549 -2.127 -1.557
C -1.467 -0.621 0.296
C 1.880 -1.934 -0.884
C -2.652 -2.750 -1.006
C 3.009 2.931 -0.529
C -0.718 1.073 3.504
C -3.184 -2.296 0.196
H 0.630 0.421 -0.917
H 2.843 -1.447 -3.336
H -2.644 0.062 3.910
H -1.131 -2.457 -2.500
H 1.312 -1.597 3.315
H 1.692 -0.141 -3.699
H -1.232 -2.200 3.776
H -3.000 -0.897 1.791
H 2.423 3.821 -0.340
H -0.171 0.174 -2.465
H -3.109 -3.590 -1.517
H 2.628 -2.645 -1.242
H 2.725 2.483 -1.472
H 2.849 0.057 -2.379
H -0.947 2.109 3.706
H 1.533 1.101 3.252
H -4.069 -2.756 0.616
H 2.388 -1.205 -0.227
H 1.141 -2.478 -0.294
```

=====

5.
Computed, not measured: a structure of composition C16H18INPtSbSe5Si at a distorted geometry, with ωB97M-V/def2-TZVPD.

Values from the calculation:
HOMO level (alpha / beta): -4.562 / -4.721 eV
LUMO (alpha / beta): 2.0 / 0.3 eV
Molecular weight: 1090.96 g/mol
Charge: -1
Orbital gap (alpha / beta): 6.5126 / 5.0538 eV
2S+1: 5
Total energy: -13629.1952 Eh
<S²>: 6.03
Maximum force: 1.043 eV Å⁻¹
Energy relative to the best compared isomer or geometry (same formula, charge and spin): 13.88 kcal per mole

Geometry as XYZ:
```
44
C16H18INPtSbSe5Si | the OMol25 dataset | ωB97M-V/def2-TZVPD
Pt 0.384 0.525 0.074
I -1.317 2.190 -2.110
Sb 5.457 0.220 0.414
Se 6.691 2.423 0.560
Se 6.806 -0.781 -1.339
Se 6.330 -1.133 2.391
Se 0.198 2.446 1.741
Se 2.572 0.921 -0.489
Si 0.082 -4.410 -0.261
N -1.717 0.419 0.196
C -1.685 -4.802 0.192
C -0.512 6.042 -0.315
C 0.466 -5.157 -1.919
C -4.467 0.525 0.336
C 1.212 -5.142 1.016
C 0.736 6.404 -0.802
C -0.664 4.875 0.427
C -3.748 -0.245 1.233
C -3.794 1.237 -0.641
C 1.682 4.429 0.214
C 1.833 5.591 -0.536
C 0.429 4.052 0.701
C 0.371 -1.404 -0.348
C -2.410 1.156 -0.676
C 0.259 -2.621 -0.314
C -2.373 -0.276 1.128
H -2.371 -4.290 -0.489
H -4.238 -0.820 2.007
H 2.540 3.801 0.413
H 2.813 5.859 -0.913
H 2.253 -4.882 0.802
H 0.328 -6.243 -1.901
H -1.899 -4.463 1.210
H -5.548 0.569 0.391
H -1.889 -5.878 0.142
H 1.502 -4.947 -2.201
H -1.752 -0.867 1.786
H -0.185 -4.737 -2.692
H 0.856 7.311 -1.383
H -1.640 4.587 0.798
H -1.375 6.665 -0.521
H 1.126 -6.234 1.031
H 0.970 -4.763 2.013
H -4.314 1.847 -1.365
```

=====

6.
Computed, not measured: a structure of composition CH4O2S at a distorted geometry, with ωB97M-V/def2-TZVPD.

Values from the calculation:
HOMO level: -9.366 eV
LUMO: 0.7 eV
Molecular weight: 80.11 g/mol
Orbital gap: 10.0258 eV
2S+1: 1
Total energy: -589.0618 Eh
Maximum force: 4.731 eV Å⁻¹
Energy relative to the best compared isomer or geometry (same formula, charge and spin): 66.57 kcal per mole

Geometry as XYZ:
```
8
CH4O2S | the OMol25 dataset | ωB97M-V/def2-TZVPD
S -1.770 0.062 -0.377
O -0.794 -0.668 0.654
O 0.986 0.524 -0.672
C 0.965 0.080 0.521
H 0.888 0.639 1.495
H -1.616 -0.512 -1.510
H -0.076 0.787 -0.893
H 1.417 -0.913 0.782
```